[1]
ORCA calculation (wB97M-V/def2-TZVPD) on C10H13ClN2O3Os as an isolated structure in a non-equilibrium geometry.

Geometry as XYZ:
```
30
Properties=species:S:1:pos:R:3
H 0.188 -3.121 4.502
H 1.084 1.489 -3.248
C -1.114 1.100 0.872
C 0.189 -1.533 -1.907
H -1.454 1.382 -2.638
H -2.955 -0.493 -1.170
Cl 0.647 4.403 -1.349
H -1.037 -3.813 1.914
C 0.372 -1.975 2.838
H 1.432 -1.269 4.487
H -1.363 -2.688 -0.807
O 0.114 -1.778 1.608
H -1.660 -4.337 3.455
O -1.620 1.663 1.787
C -1.136 0.380 -2.269
Os -0.112 -0.408 -0.220
C 1.554 0.604 0.210
C -0.793 -4.143 2.880
N 1.069 -1.054 3.585
H 2.208 0.127 -3.028
C -1.044 -1.766 -1.306
C 1.206 0.409 -3.379
C 0.123 -0.231 -2.570
H 1.482 -0.243 3.044
N -0.041 -3.075 3.513
H 1.122 0.160 -4.446
C -1.907 -0.573 -1.537
H -0.181 -5.018 2.833
O 2.567 0.785 0.765
H 1.005 -2.241 -1.970
```

Calculated values
Orbital gap (spin up / spin down)   6.22 / 4.66 eV
Lowest unoccupied orbital energy (spin up / spin down)   -8.6 / -11.6 eV
Multiplicity   5
HOMO level (spin up / spin down)   -14.82 / -16.23 eV
Total charge   +2


[2]
ORCA calculation (wB97M-V/def2-TZVPD) on C27H39Cl4NO2PTi as an isolated structure in a non-equilibrium geometry.

Geometry as XYZ:
```
75
Properties=species:S:1:pos:R:3
Cl -1.998 3.109 -5.675
O -0.884 2.500 0.031
H 2.276 -2.198 -0.765
H -4.153 -2.232 0.009
C -0.440 2.517 -3.538
H -2.589 -0.660 2.175
H 0.540 2.922 4.365
Cl 0.820 2.119 -4.652
Cl -4.247 3.774 -3.596
C 1.385 3.754 1.398
H -0.565 3.605 3.161
H 2.024 -3.212 -2.187
C -3.118 -2.530 0.196
H -0.639 -0.939 -2.843
C -2.690 3.249 -3.062
C -0.691 -3.524 -1.941
H 0.690 4.584 1.397
C 2.342 3.674 0.396
C 3.112 1.547 1.320
H 5.002 0.608 0.914
H 0.843 -1.729 -3.346
C -2.237 -1.281 0.085
C 1.619 -2.947 -1.208
C 1.481 -2.584 2.029
C 4.006 0.339 1.263
C -0.178 2.386 -2.183
H 2.110 4.243 -1.634
H -1.856 -2.477 2.797
Ti 0.823 1.513 0.265
P -0.384 -1.609 0.194
C -0.791 -2.278 2.876
H -3.687 0.013 0.981
H -3.567 -0.231 -1.226
C 0.201 -2.396 -1.413
H -3.088 -2.979 1.186
C -2.646 -0.264 1.166
H 3.591 -0.402 0.577
O 0.974 1.963 -1.678
C 2.425 4.699 -0.693
H 3.902 2.456 -0.456
C 1.205 2.719 2.334
C -0.288 -4.240 1.418
C 3.185 2.543 0.352
C 0.117 2.783 3.369
H 2.160 -3.070 1.336
C 2.090 1.633 2.281
H 1.740 -1.527 2.085
H -0.826 -4.333 -1.224
H 0.355 -4.672 0.653
H 1.957 0.811 2.976
H 1.780 5.551 -0.486
H -1.324 -4.432 1.143
H -0.465 1.860 3.374
H 1.637 -3.035 3.012
C 0.000 -2.754 1.648
H -1.674 -3.166 -2.243
H -2.464 -1.280 -2.104
H 0.897 -0.445 -2.133
H -2.862 -3.295 -0.538
C -2.435 3.115 -1.692
C -2.539 -0.599 -1.258
H -2.052 0.646 1.097
Cl -3.658 3.430 -0.512
C -1.194 2.686 -1.247
C -1.696 2.951 -3.982
H -0.422 -2.820 3.750
N 0.400 -0.265 0.423
C 0.321 -1.300 -2.487
H -0.216 -3.948 -2.830
H -1.892 0.261 -1.433
H -0.090 -4.778 2.349
H 3.449 5.054 -0.815
H 1.637 -3.848 -0.596
H 4.093 -0.127 2.244
H -0.643 -1.211 3.051
```

Calculated values
Orbital gap (spin up / spin down)   7.19 / 7.05 eV
Lowest unoccupied orbital energy (spin up / spin down)   0.2 / -0.1 eV
Multiplicity   2
HOMO level (spin up / spin down)   -7.03 / -7.13 eV
Relative energy (zero: lowest compared OMol25 entry of this formula, charge and spin)   0.0 kcal/mol


[3]
ORCA calculation (wB97M-V/def2-TZVPD) on C22H26ClOTc as an isolated structure in a non-equilibrium geometry.

Geometry as XYZ:
```
51
Properties=species:S:1:pos:R:3
C -0.013 1.019 4.820
C 0.841 -1.959 1.489
C -0.348 3.229 3.899
C -0.964 0.637 1.160
H -2.370 1.237 -1.898
H -1.744 -0.129 1.248
H -0.443 -2.466 -2.867
Cl -1.282 3.707 1.432
C 1.139 -2.362 0.105
H -2.667 -0.454 -1.272
C -0.551 -2.313 1.721
H -2.059 -3.359 0.474
C 0.046 2.406 4.959
H 0.918 2.672 0.239
C 1.519 1.776 0.149
C 0.036 0.694 -4.144
C -0.079 -2.930 -0.441
C -2.160 0.169 -2.008
H 1.662 1.499 -2.073
H -2.561 0.472 -4.162
C -0.462 0.456 3.630
H 0.281 0.364 5.640
H 1.115 0.487 -4.127
H -0.603 -2.075 -4.613
C -0.174 -1.753 -3.649
H 2.101 1.316 2.275
C 2.815 -0.073 0.671
C -0.728 1.249 2.497
C 2.117 1.042 1.228
H -0.146 1.698 -3.738
H 3.034 -0.746 -1.476
H -0.138 -3.493 -1.368
C 2.630 -0.043 -0.757
C -1.074 -2.902 0.557
H 3.399 -0.788 1.235
C 1.863 1.124 -1.076
H 1.594 -1.854 2.262
C -2.239 -0.288 -3.455
O -0.712 -0.063 -1.942
H 0.404 2.852 5.886
Tc 0.716 -0.270 0.266
H -1.054 -2.262 2.682
H -0.588 -0.622 3.566
H -0.349 4.311 3.994
C -0.692 -0.372 -3.336
H -2.733 -1.255 -3.598
H -1.309 1.390 0.440
H -0.300 0.653 -5.186
C -0.735 2.660 2.687
H 0.916 -1.730 -3.735
H 2.130 -2.561 -0.290
```

Calculated values
Orbital gap (spin up / spin down)   3.76 / 5.42 eV
Lowest unoccupied orbital energy (spin up / spin down)   2.9 / 2.9 eV
Multiplicity   4
HOMO level (spin up / spin down)   -0.88 / -2.56 eV
Total charge   -1